{"formula": "C5H10N2O", "method": "ωB97M-V/def2-TZVPD", "symbols": ["C", "C", "C", "C", "N", "C", "N", "O", "H", "H", "H", "H", "H", "H", "H", "H", "H", "H"], "coordinates": [[2.05458, -2.01538, 0.84689], [1.05876, -1.01686, 0.64925], [0.70559, -0.26750, -0.54980], [-0.86221, 0.11639, -0.58238], [-1.20629, 0.46833, -1.98911], [-1.33728, 1.34652, 0.30676], [-0.50565, 1.59790, 1.35856], [-2.48291, 1.80274, 0.29711], [2.29244, -2.28843, 1.88426], [2.54482, -2.57148, 0.08444], [0.45377, -0.99848, 1.58091], [1.30616, 0.75333, -0.61236], [1.01532, -0.79307, -1.55961], [-1.61916, -0.57055, -0.35768], [-1.35147, 1.40614, -2.40217], [-1.60910, -0.34702, -2.47340], [0.54556, 1.40148, 1.29987], [-1.00292, 1.97593, 2.21845]], "e_homo_ev": -8.7, "smiles": "C=CC[C@H](N)C(N)=O", "fmax_ha_per_bohr": 0.11462, "orbital_gap_ev": 9.558, "total_energy_ha": -381.18859}